[1]
C36H37NOP2W | the ωB97M-V functional and the def2-TZVPD basis

```
78
Properties=species:S:1:pos:R:3:forces:R:3
C 0.280720 2.450079 3.367368 -0.11 -0.77 -3.47
H 0.319177 3.614468 -1.305755 0.28 -0.07 0.46
C 2.531772 -0.038466 -4.915821 0.07 0.36 0.21
C 2.025871 -0.166921 -3.612892 0.02 0.05 0.29
H -1.460783 2.845671 4.501371 0.09 -0.15 -0.43
H -4.873763 -4.337747 1.740483 0.46 0.07 -0.19
C -3.970343 -2.430928 1.320448 0.07 0.28 -0.40
P -0.626902 -1.758232 -0.997900 -2.44 -0.83 0.50
C 3.360980 2.179888 -4.369422 -0.21 -0.32 -0.08
H 3.648364 1.228251 -6.291404 -0.22 -0.08 0.41
C 1.932910 2.468641 -0.352726 0.11 0.14 -0.13
C 1.443655 4.778782 0.111442 0.36 -0.20 -0.16
C -0.919870 -0.372341 4.466220 0.84 0.74 -2.84
H -2.119926 -0.089028 -1.693965 -0.55 0.64 -0.14
H -1.901672 1.650494 0.798290 0.06 0.02 0.32
H 3.760153 1.661777 0.477726 -0.13 0.16 0.20
C 0.430836 -4.525390 -3.927203 -0.90 0.88 0.00
C -0.227110 2.133689 2.048692 -0.31 1.21 1.71
N 1.668634 -0.069758 3.441044 1.36 -0.36 1.42
C -1.317127 -2.357320 -3.605773 -0.37 0.26 -0.12
H -2.777784 1.177661 3.614807 0.42 -0.18 0.10
H 2.381783 -0.839816 -5.655343 0.08 0.42 0.52
H 0.792316 5.640427 -0.001744 0.23 -0.02 0.00
H 0.008702 2.851075 5.400045 -0.16 -0.39 -0.32
H -3.194816 -5.602706 0.349111 -0.18 -0.24 -0.05
H -0.526972 -0.564606 0.815365 -3.19 0.50 1.03
H 2.764888 5.736727 1.502481 0.08 -0.18 -0.07
C 2.824962 2.047056 -3.084496 -0.08 0.03 0.34
C 1.150809 3.611729 -0.592607 0.32 -0.01 0.29
C 3.110211 2.534738 0.412349 -0.83 0.09 -0.04
H -1.791255 1.091047 5.778538 0.03 -0.39 0.14
H -2.067933 -2.844060 -5.578397 0.28 -0.02 0.26
H 0.372363 -2.525774 1.041237 0.00 0.20 -0.47
C 0.416456 -1.637944 0.385135 3.84 -1.84 -0.58
C -3.128716 -4.534376 0.443164 -0.56 0.22 0.29
H 3.857815 3.121705 -4.647970 -0.29 -0.59 0.13
O 3.118501 -0.285831 5.361658 -1.61 0.29 -1.66
P 1.444384 0.801229 -0.891563 1.16 2.23 -1.23
C -0.445294 -2.688394 -2.548212 0.47 -0.30 -0.77
H 2.855656 2.903463 -2.417972 0.29 -0.19 -0.15
H -0.073602 0.706862 6.003236 -0.44 0.09 0.05
C -0.473034 -4.198048 -4.958673 -0.12 0.40 0.50
H 1.469179 -1.069216 -3.343776 0.29 0.21 -0.14
C -0.512417 2.301367 4.593569 -0.23 0.01 1.27
C -1.348957 -3.098050 -4.798159 0.60 -0.46 0.63
C -0.300670 1.006111 -1.288574 -1.48 -2.32 -0.70
C -1.293218 -0.346701 3.120322 -0.97 -0.78 1.52
W 0.666340 0.042995 1.666203 2.52 0.94 2.07
H -2.260328 2.788132 2.075218 -0.09 0.05 -0.01
H 1.287175 2.907431 3.413393 -0.63 -0.43 0.05
H 0.191100 2.671010 1.184606 0.19 -0.20 0.81
C 2.380845 -0.176717 4.434079 0.26 -0.18 -0.47
H -2.011600 -1.514850 -3.496916 0.27 -0.36 -0.13
C -3.000702 -1.743855 0.560267 -0.23 -0.58 0.11
H -3.133621 0.305474 2.202336 0.38 -0.12 0.20
H 4.288522 3.770990 1.708941 -0.10 0.05 -0.11
H 1.103340 -4.046946 -1.944125 0.22 -0.14 0.14
H -3.124213 -0.670863 0.382548 0.45 -0.31 0.46
C -2.132154 -3.863667 -0.237700 -0.12 -0.14 0.33
C -0.856822 0.880076 5.250065 0.92 0.48 0.72
C 2.565503 4.822639 0.949913 -0.40 -0.04 -0.03
C 3.403804 3.713945 1.081267 0.17 0.33 -0.03
C -1.718247 1.862372 1.860708 -0.06 0.24 0.05
H -0.427000 -1.255561 4.862640 -0.24 0.02 0.15
H -0.595490 1.928444 -1.778075 -0.40 -0.01 0.33
H -1.442339 -1.319406 2.625200 0.11 0.22 0.36
H 1.421352 -1.418578 -0.025119 0.32 -1.34 0.37
C 2.197600 0.863886 -2.656632 -0.23 -0.45 -0.67
C 3.226615 1.129595 -5.285808 -0.12 -0.09 0.26
C -2.010399 -2.490845 -0.103791 -1.25 0.48 -1.17
C -2.278259 0.734449 2.746552 -0.91 0.68 -0.86
H -4.676985 -1.853961 1.950590 0.36 -0.51 -0.69
H -1.504026 -4.374642 -0.953494 0.18 -0.30 0.28
C -4.057111 -3.826688 1.220451 0.28 0.30 0.34
H -0.516704 -4.803592 -5.873230 0.09 0.35 0.44
C -1.141286 -0.088863 -1.255339 1.63 2.17 -1.66
H 1.112453 -5.353572 -4.042815 0.04 -0.05 0.05
C 0.423705 -3.780080 -2.735662 -0.02 0.14 -0.15
```
Positions in Å, forces in eV/Å.

HOMO-LUMO gap (alpha / beta) ... 5.890 / 7.026 eV
E_LUMO (alpha / beta) ... -6.715 / -6.408 eV
2S+1 ... 3
Net charge ... +2

***

[2]
C5H4N2 | the ωB97M-V functional and the def2-TZVPD basis

```
11
Properties=species:S:1:pos:R:3:forces:R:3
H -2.746499 -1.005445 -0.398126 0.05 0.08 0.05
N -1.908530 0.794476 0.249508 -0.06 -0.18 -0.07
C 2.798304 0.124988 -0.030992 -0.93 -0.49 -0.28
N -0.640321 1.146785 0.457641 0.01 0.13 0.13
H 3.360739 -0.414560 -0.744033 1.39 0.23 -0.01
C -0.520108 -0.947786 -0.184763 -0.06 0.08 0.08
C -1.840938 -0.472355 -0.147946 -0.22 0.01 0.02
H -0.398344 2.078059 0.757043 -0.17 -0.08 -0.03
C 1.624830 0.262421 0.204874 0.38 -0.03 -0.03
C 0.226022 0.140917 0.223132 -0.26 0.03 0.04
H -0.139013 -1.913582 -0.490318 -0.13 0.22 0.12
```
Positions in Å, forces in eV/Å.

HOMO-LUMO gap ... 9.759 eV
E_LUMO ... 0.664 eV
Net charge ... 0

***

[3]
C3H6O3 | the ωB97M-V functional and the def2-TZVPD basis

```
12
Properties=species:S:1:pos:R:3:forces:R:3
H -2.056047 0.458750 1.160738 -0.08 -0.48 0.12
H -2.151635 1.592882 -0.810431 0.33 -0.58 0.22
O 0.095504 0.828492 -0.244739 1.49 1.23 -0.25
H 3.059651 -1.018862 0.233604 -0.53 -0.15 0.23
H 2.040843 -0.419291 -1.104402 -0.05 -0.04 0.26
H -2.268921 -1.048944 0.124740 -0.31 -0.37 0.48
O 1.001073 -0.969286 0.651248 -1.32 0.11 -0.26
C 2.190475 -0.404936 -0.020131 -0.11 -0.07 0.06
C -1.835103 -0.072410 0.234391 0.38 -1.16 0.87
C -0.119370 -0.209428 0.331278 -0.41 2.08 -2.09
O -2.347903 0.642247 -0.857503 0.81 -0.27 0.28
H 2.380550 0.632267 0.271602 -0.20 -0.31 0.10
```
Positions in Å, forces in eV/Å.

HOMO-LUMO gap ... 10.593 eV
E_LUMO ... 0.879 eV
Net charge ... 0

***

[4]
C27H46BrNOP2PbS | the ωB97M-V functional and the def2-TZVPD basis

```
80
Properties=species:S:1:pos:R:3:forces:R:3
H -6.884876 2.137094 -2.535948 0.04 -0.23 0.15
H -3.010249 3.417677 -0.557315 -0.42 0.10 -0.71
C 2.712936 0.885749 0.221499 -0.63 -1.13 0.40
H -4.935702 4.881826 0.004164 0.10 0.08 -0.09
C 0.710149 -1.625895 1.503430 0.64 -0.31 0.59
C 0.429968 -1.413028 -0.901739 0.26 -0.25 -0.41
C 3.033652 0.578167 1.682568 0.43 -0.22 0.46
C -4.118527 5.282179 -0.605703 -0.02 0.37 0.34
H 1.304209 -5.618472 1.648221 0.27 -0.02 -0.26
Pb -1.807651 0.124055 0.667187 -0.88 0.74 1.56
H 3.763251 3.561475 0.072700 -0.11 0.16 0.17
P 1.119153 1.783636 0.076708 2.90 0.65 -1.55
H 3.470681 3.333977 1.814149 -0.12 0.20 -0.27
Br -1.541852 2.892707 1.182958 0.66 -0.68 -0.47
H 2.573622 -0.052626 -0.330930 0.23 0.34 0.05
H -5.035074 1.980432 -0.643966 -0.07 -0.06 -0.20
H -2.388166 3.044445 -5.687110 -0.07 0.18 0.05
S -1.590875 0.709825 4.393214 -0.37 -0.16 -0.02
H -2.452561 4.557750 -1.813779 -0.28 -0.03 0.03
H -0.010152 2.041485 -2.019145 0.12 0.20 -0.22
H 1.305157 -3.027060 -2.082113 -0.34 0.32 0.29
C -4.903204 1.748217 -1.709510 -0.94 0.65 0.06
H 3.734085 1.303420 2.108789 -0.19 -0.23 -0.06
H 2.494956 -4.916174 -1.125089 -0.17 0.06 0.35
H 1.260514 4.164585 -0.165070 -0.24 -0.33 0.17
C -2.940701 3.563851 -4.899583 0.34 0.09 -0.41
H 1.578635 1.318405 -3.685573 0.06 0.08 0.12
C 3.098524 3.821523 0.905215 0.60 -0.62 -0.05
H 0.492656 -0.008962 5.388404 -0.28 -0.03 -0.03
C 1.094777 -2.621387 -1.084682 -0.03 -0.35 -0.10
H 3.104103 -10.151148 1.900865 0.01 0.34 -0.23
C 2.508021 -8.088057 1.502437 0.28 -1.02 0.26
H 2.131517 0.562966 2.309408 0.22 0.05 -0.06
C 1.940914 -5.726074 0.763155 0.57 -1.91 0.74
H 0.049361 -0.897177 -1.783620 0.06 -0.06 0.30
H 0.394692 2.031220 4.395027 -0.16 0.08 0.04
C -3.073333 2.653733 -3.680021 -0.95 0.20 -0.79
C 2.660396 -6.987344 0.616860 -0.84 0.92 0.53
H 0.607602 -1.238799 2.511807 -0.08 0.04 -0.18
H 1.608872 0.079509 -2.442696 0.20 0.26 -0.12
H -0.716430 -1.335765 5.208042 -0.14 0.28 0.15
H -3.921774 3.842700 -5.301437 0.25 -0.12 0.00
H 3.825758 -6.337552 -1.112006 -0.07 -0.30 0.09
C -3.341632 4.168382 -1.296372 -0.49 0.92 -0.22
H -0.889264 2.684567 5.479813 0.04 -0.17 -0.19
H -2.133088 2.588542 -3.108809 -0.37 0.03 0.04
C 3.571875 -7.158692 -0.445469 1.05 -0.67 -1.25
H -4.102981 1.003365 -1.832624 -0.04 0.31 -0.05
H -3.448370 5.842646 0.053590 -0.21 -0.01 -0.09
H 3.490884 -0.415682 1.762147 -0.02 0.31 0.05
H -1.014131 2.912543 3.700285 0.03 -0.29 0.54
H -2.399023 4.484610 -4.659328 -0.12 -0.11 -0.04
H 1.382691 3.113702 -1.896852 -0.12 -0.21 0.24
H 1.666377 -3.461943 2.172945 -0.16 0.28 0.00
H 4.835684 -8.546411 -1.524348 -0.20 -0.07 0.47
C -0.675785 2.237814 4.499110 0.22 0.30 -0.24
H 1.033019 3.698207 1.506859 0.25 0.27 -0.12
C 1.478348 -3.398050 0.026168 -0.29 0.45 0.54
C 1.638790 3.492822 0.616749 -1.33 0.76 1.42
H -6.030785 0.809962 -3.327846 -0.01 0.09 0.14
H -4.549590 5.976917 -1.336175 0.16 -0.06 0.24
H -3.401201 1.644620 -3.972346 0.13 0.28 0.01
H 1.874292 -8.037396 2.380132 -0.06 0.11 -0.12
C 1.843305 1.128251 -2.641545 0.19 -0.35 -0.13
H -0.941951 -0.079672 6.477173 0.17 -0.17 -0.07
N 3.993081 -9.420330 0.175859 0.43 -0.29 -0.47
H 3.185825 4.906090 1.063432 -0.24 -0.26 -0.08
C 2.018032 -4.725782 -0.158393 0.40 0.36 -0.89
C 1.311361 -2.879919 1.325689 -0.45 0.26 -0.51
C -0.566798 -0.281415 5.467276 0.09 -0.07 0.15
H 3.506220 1.462234 -0.281486 -0.49 0.07 0.14
C 3.199046 -9.283494 1.240992 -0.99 1.19 0.67
H -6.724847 0.574449 -1.718562 0.01 0.06 -0.15
P -4.362675 3.298107 -2.531762 2.69 -1.89 1.06
C -6.209538 1.291512 -2.360799 -0.40 -0.41 -0.06
C 1.055590 2.075973 -1.750989 -1.34 -0.51 -0.22
C 4.182177 -8.401230 -0.656187 -0.23 0.98 -0.17
H 2.924453 1.258955 -2.542360 -0.21 0.02 -0.01
C 0.269537 -0.919652 0.395691 0.75 0.21 -0.51
O -1.345959 0.098311 2.988571 0.36 -0.01 -0.79
```
Positions in Å, forces in eV/Å.

HOMO-LUMO gap (alpha / beta) ... 4.495 / 4.712 eV
E_LUMO (alpha / beta) ... -14.344 / -14.300 eV
Net charge ... +4

***

The records above give, respectively, energy relative to the best compared isomer or geometry (same formula, charge and spin) values of 47.7 58.3 68.3 0.0 kcal per mole.